Here is a single C22H28N2O3 molecule from OMol25. Energies are from ωB97M-V/def2-TZVPD.

Last column: Mulliken charge in e.
Element x y z (Å)
C 0.691287 -0.438618 -3.706262  -0.362
C 0.569009 0.652257 6.844745  -0.673
H 1.718345 -1.920653 4.991444  0.489
C -1.071474 1.578384 -1.521462  -0.841
O -1.943582 -0.860217 2.477172  -0.727
H -0.445305 -1.090279 -0.691723  0.118
C 0.415996 -1.224262 2.307099  -0.993
C 1.331924 -0.266011 -6.112147  -1.749
H 0.529493 3.930239 4.336834  0.431
C -2.017222 1.281169 0.782375  -1.011
C 0.747192 -1.026494 -4.959937  0.757
C -0.130343 3.345770 3.687516  -1.128
H 1.079024 0.562181 -3.588639  0.221
H 1.659978 0.721957 -5.798777  0.373
C 0.587163 1.234762 4.507256  0.678
H 1.254511 -1.312908 7.346207  0.381
H -2.840016 0.874246 1.372549  0.526
C 0.330638 1.566434 5.831554  -0.625
H 2.186954 -0.798783 -6.527159  0.338
H 1.072780 1.255609 -1.554785  0.350
C 1.095037 -0.042564 4.217616  0.368
H -0.253262 -2.400982 -7.225991  0.322
H -3.161179 1.720413 -0.988586  0.447
O 0.386194 2.061901 3.443243  -0.165
H -1.130616 3.299327 4.130462  0.423
H -0.918771 2.652118 -1.392031  0.458
H 0.597277 -0.150802 -6.908660  0.334
C -0.273898 -2.990297 -4.051533  -1.173
N 0.152216 -0.581789 -1.329879  0.065
H -1.882891 2.339781 1.032380  0.201
C 0.306228 -2.979885 -6.491072  -1.494
H 0.154356 -2.057799 2.971126  0.519
H 0.874609 -1.621988 1.397011  0.323
C 0.364216 1.028556 0.460415  -1.737
C -0.330654 -2.403082 -2.805101  -1.131
H 1.333673 -3.059697 -6.846319  0.322
N -0.814427 0.560576 1.146642  0.390
H -2.511051 0.082859 -0.935548  0.317
H -1.235393 1.382919 -2.582908  0.483
C 0.156572 -1.110473 -2.608179  1.060
C -0.891580 -0.489416 1.984123  1.168
H -0.065962 2.536597 6.085734  0.396
C 1.068517 -0.602111 6.556183  -0.690
H -0.119723 -3.979022 -6.443534  0.368
H -0.190966 3.831973 2.714544  0.264
H 0.357486 0.931136 7.866063  0.384
H 1.248475 0.507657 0.817270  0.731
H -0.752579 -2.944469 -1.969318  0.444
O 1.385930 -0.383870 2.907100  -0.464
H -0.658190 -3.992671 -4.179055  0.304
C -2.287232 1.128240 -0.713825  -0.671
H 0.491571 2.094350 0.676882  0.275
C 1.326820 -0.945453 5.240020  -0.270
C 0.258707 -2.321846 -5.145062  1.061
C 0.194140 0.835031 -1.054072  -0.182

Atomic forces in eV per Å
-0.1 0.1 0.2
0.0 -0.1 0.1
0.1 -0.1 -0.1
0.1 -0.3 0.0
-0.1 -0.2 0.1
0.0 0.0 -0.1
-0.2 -0.3 0.0
0.0 0.0 0.1
0.0 0.0 0.0
-0.5 -0.2 0.0
-0.1 -0.1 0.0
-0.1 0.2 0.1
0.0 0.1 0.0
0.0 0.1 0.0
0.1 -0.1 -0.2
0.0 -0.1 0.1
0.1 0.1 0.0
-0.1 0.2 -0.2
0.1 0.0 -0.1
-0.1 0.0 0.1
-0.1 0.1 0.0
0.0 0.0 -0.1
0.0 0.0 0.0
0.2 -0.4 0.1
0.0 0.0 0.0
0.0 0.1 0.0
0.0 0.0 -0.1
0.0 0.1 0.0
0.0 -0.1 0.5
0.0 0.0 0.0
0.0 0.1 0.0
0.0 0.2 -0.2
0.0 0.0 0.1
0.4 -0.1 -0.3
0.0 0.1 0.1
0.0 -0.1 -0.1
-0.1 0.2 -0.3
-0.1 0.0 0.0
0.0 0.1 0.0
0.0 -0.2 -0.2
0.2 -0.2 0.3
0.0 0.1 0.0
0.0 0.0 0.1
0.0 -0.1 0.0
0.0 0.0 0.1
0.0 0.0 0.1
0.0 0.1 0.0
0.0 -0.1 0.1
0.1 0.2 0.3
0.0 -0.1 0.0
0.2 0.2 0.1
0.0 0.0 0.0
0.0 0.1 -0.2
0.0 0.0 0.0
0.0 0.4 0.0

Kohn-Sham gap = 8.26 eV
HOMO = -0.2777 hartree
E_LUMO = 0.70 eV
E_tot = -32391.346 eV
energy relative to the best compared isomer or geometry (same formula, charge and spin) = 53.14 kcal per mole